(1)
{
  "formula": "C4H9NS",
  "method": "ωB97M-V/def2-TZVPD",
  "elements": ["C", "C", "C", "C", "N", "S", "H", "H", "H", "H", "H", "H", "H", "H", "H"],
  "coordinates": [[0.179, 1.557, 0.177], [1.110, 0.619, -0.582], [2.268, -0.186, -0.043], [-2.370, -1.349, 0.029], [-0.832, 0.558, 0.599], [-2.187, 0.424, -0.250], [0.660, 1.650, 1.168], [0.036, 2.556, -0.335], [0.813, 0.087, -1.465], [3.094, -0.427, -0.699], [1.859, -1.149, 0.438], [2.730, 0.554, 0.706], [-1.475, -1.779, -0.504], [-3.302, -1.543, -0.347], [-2.581, -1.573, 1.107]],
  "spin_multiplicity": 1,
  "homo_energy_ev": [-7.69, -7.66],
  "e_lumo_ev": [0.11, 0.60],
  "homo_lumo_gap_ha": [0.2864, 0.3035]
}


(2)
{
  "formula": "C4H9NS",
  "method": "ωB97M-V/def2-TZVPD",
  "elements": ["C", "C", "C", "C", "H", "H", "H", "H", "H", "H", "H", "H", "H", "N", "S"],
  "coordinates": [[2.219, -0.418, -0.168], [0.877, 0.110, -0.551], [-0.089, 0.263, 0.692], [-1.541, -0.152, 0.580], [3.038, -0.188, -0.825], [2.495, -0.034, 0.804], [2.094, -1.441, -0.140], [0.481, -0.323, -1.512], [0.374, -0.059, 1.618], [-1.476, -1.231, 0.695], [-2.072, 0.308, 1.390], [-1.703, 1.145, -0.917], [-3.095, 0.101, -0.831], [-1.984, 0.126, -0.831], [0.382, 1.793, -0.005]],
  "spin_multiplicity": 1,
  "homo_energy_ev": -8.83,
  "e_lumo_ev": 0.95,
  "homo_lumo_gap_ha": 0.3595
}


(3)
{
  "formula": "C4H9NS",
  "method": "ωB97M-V/def2-TZVPD",
  "elements": ["C", "C", "C", "C", "N", "S", "H", "H", "H", "H", "H", "H", "H", "H", "H"],
  "coordinates": [[-1.114, 0.065, -0.682], [-1.270, -1.438, -0.632], [0.231, 0.398, -0.926], [1.093, 0.401, 1.202], [-2.092, 0.784, -0.281], [2.426, 1.511, 1.380], [-0.580, -1.828, -1.410], [-1.014, -1.934, 0.233], [-2.224, -1.562, -1.121], [0.824, -0.343, -1.311], [0.536, 1.330, -1.129], [1.315, -0.650, 1.419], [0.276, 0.762, 1.889], [-1.831, 1.841, -0.235], [3.426, 0.666, 1.606]],
  "spin_multiplicity": 1,
  "homo_energy_ev": -8.35,
  "e_lumo_ev": -0.16,
  "homo_lumo_gap_ha": 0.3009
}


(4)
{
  "formula": "C4H9O",
  "method": "ωB97M-V/def2-TZVPD",
  "elements": ["C", "O", "C", "C", "C", "H", "H", "H", "H", "H", "H", "H", "H", "H"],
  "coordinates": [[-1.038, 1.498, -0.308], [-1.552, 2.528, 0.342], [-1.952, 0.334, -0.785], [-0.961, 0.111, 0.350], [0.205, -0.805, 0.010], [-0.202, 1.687, -1.005], [4.694, -1.503, 1.371], [-3.005, 0.492, -0.586], [-1.724, -0.096, -1.758], [5.387, -1.255, 1.252], [-1.351, 0.096, 1.358], [-0.146, -1.814, -0.240], [0.738, -0.381, -0.843], [0.907, -0.893, 0.844]],
  "spin_multiplicity": 1,
  "homo_energy_ev": -1.71,
  "e_lumo_ev": 4.16,
  "homo_lumo_gap_ha": 0.2157,
  "total_charge": -1
}


(5)
{
  "formula": "C4H9O",
  "method": "ωB97M-V/def2-TZVPD",
  "elements": ["C", "O", "C", "C", "C", "H", "H", "H", "H", "H", "H", "H", "H", "H"],
  "coordinates": [[2.065, 0.163, -0.230], [2.790, 0.486, 0.828], [1.215, -1.153, -0.230], [0.552, 0.214, -0.187], [-0.200, 0.660, -1.433], [2.472, 0.395, -1.235], [-4.960, 0.070, 3.910], [1.313, -1.721, 0.682], [1.218, -1.657, -1.192], [-5.436, -0.352, 3.610], [0.147, 0.568, 0.750], [0.097, 1.670, -1.734], [-1.287, 0.679, -1.283], [0.016, -0.022, -2.257]],
  "spin_multiplicity": 1,
  "homo_energy_ev": -1.65,
  "e_lumo_ev": 4.34,
  "homo_lumo_gap_ha": 0.2201,
  "total_charge": -1
}


(6)
{
  "formula": "C4H9O",
  "method": "ωB97M-V/def2-TZVPD",
  "elements": ["C", "O", "C", "C", "C", "H", "H", "H", "H", "H", "H", "H", "H", "H"],
  "coordinates": [[0.354, 2.238, 0.120], [-0.679, 3.112, 0.228], [0.404, 1.503, -1.246], [-0.122, 0.817, 0.010], [0.817, -0.205, 0.746], [1.340, 2.541, 0.344], [-2.247, -5.974, 0.414], [-0.373, 1.783, -1.918], [1.407, 1.096, -1.567], [-2.895, -5.986, 0.055], [-1.209, 0.596, 0.013], [0.359, -0.897, 1.579], [1.194, -0.889, -0.048], [1.651, 0.264, 1.268]],
  "spin_multiplicity": 1,
  "homo_energy_ev": -1.58,
  "e_lumo_ev": 4.07,
  "homo_lumo_gap_ha": 0.2077,
  "total_charge": -1
}


(7)
{
  "formula": "C4H9O2",
  "method": "ωB97M-V/def2-TZVPD",
  "elements": ["C", "C", "O", "O", "H", "H", "H", "C", "C", "H", "H", "H", "H", "H", "H"],
  "coordinates": [[-0.822, 0.558, -2.057], [-1.079, -1.028, -1.958], [-0.362, -1.705, -1.194], [-1.995, -1.402, -2.726], [0.262, 0.644, -2.108], [-1.116, 1.026, -1.107], [-1.571, 0.879, -2.764], [1.055, -0.095, 2.417], [0.674, 0.408, 1.072], [0.428, -0.887, 2.830], [2.050, -0.567, 2.461], [1.123, 0.722, 3.147], [-0.413, 0.347, 0.941], [0.940, 1.422, 0.786], [0.826, -0.322, 0.260]],
  "spin_multiplicity": 1,
  "homo_energy_ev": -3.81,
  "e_lumo_ev": 3.89,
  "homo_lumo_gap_ha": 0.2831,
  "total_charge": -1
}


(8)
{
  "formula": "C4H9O2",
  "method": "ωB97M-V/def2-TZVPD",
  "elements": ["C", "C", "C", "O", "C", "O", "H", "H", "H", "H", "H", "H", "H", "H", "H"],
  "coordinates": [[-0.207, -0.957, 0.052], [0.061, -0.002, 1.223], [1.147, 1.083, 0.726], [2.373, 0.574, 0.809], [-1.125, -0.311, -0.993], [-0.727, -0.401, -2.354], [0.737, -1.169, -0.460], [-0.621, -1.895, 0.436], [0.642, -0.552, 1.962], [-0.884, 0.380, 1.633], [0.865, 1.396, -0.319], [0.948, 2.040, 1.312], [-1.271, 0.744, -0.725], [-2.152, -0.705, -0.935], [0.214, -0.225, -2.368]],
  "spin_multiplicity": 1,
  "homo_energy_ev": -2.35,
  "e_lumo_ev": 3.98,
  "homo_lumo_gap_ha": 0.2325,
  "total_charge": -1
}


These records have max |F| values of 3.379, 3.411, 4.510, 1.015, 1.571, 5.163, 2.618, 1.581 eV/A, in the order they appear.
These records have total energy values of -16614.900, -16618.089, -16615.630, -6339.290, -6339.200, -6338.434, -8389.845, -8388.029 eV, in the order they appear.